1.
Formula: C12H17N
Source: the Open Molecules 2025 dataset
Level of theory: wB97M-V/def2-TZVPD

SMILES string: Cc1c[nH]c2ccccc12.CCC
Gap between HOMO and LUMO, eV: 8.719
Highest occupied orbital energy, eV: -7.837
Energy relative to the best compared isomer or geometry (same formula, charge and spin), kcal per mole: 16.4
Total energy, Eh: -522.1941

```
30
C12H17N | the Open Molecules 2025 dataset | wB97M-V/def2-TZVPD
C -3.621 0.204 0.159
C -2.387 -0.209 -0.639
C -3.207 1.086 1.325
H -4.143 -0.690 0.513
H -4.319 0.727 -0.494
H -1.580 -0.647 -0.046
H -2.568 -1.006 -1.369
H -4.083 1.465 1.856
H -1.994 0.639 -1.191
H -2.647 1.960 0.986
H -2.540 0.555 2.009
C 0.806 1.003 -2.462
C 2.000 -0.112 -0.404
C 1.033 0.765 -0.993
C 1.669 -0.211 0.961
C 0.355 1.349 0.023
C 3.367 -2.086 -0.026
C 3.034 -2.074 1.341
C 2.849 -1.132 -0.875
C 2.330 -1.022 1.882
N 0.639 0.681 1.205
H 3.867 -2.926 -0.480
H 3.489 -2.859 1.934
H 3.148 -1.134 -1.920
H 2.149 -0.901 2.942
H 0.565 2.064 -2.585
H -0.105 0.496 -2.788
H -0.382 2.132 0.101
H 0.605 1.140 2.103
H 1.670 0.746 -3.069
```

Löwdin population analysis, charges in e, atoms 1 to 8: -0.308, -0.134, -0.132, 0.100, 0.098, 0.069, 0.072, 0.067

***

2.
Formula: C12H17N
Source: the Open Molecules 2025 dataset
Level of theory: wB97M-V/def2-TZVPD

SMILES string: Cc1c[nH]c2ccccc12.CCC
Gap between HOMO and LUMO, eV: 8.774
Highest occupied orbital energy, eV: -7.861
Energy relative to the best compared isomer or geometry (same formula, charge and spin), kcal per mole: 11.3
Total energy, Eh: -522.2022

```
30
C12H17N | the Open Molecules 2025 dataset | wB97M-V/def2-TZVPD
C 0.325 -3.105 -1.452
C -0.894 -3.650 -0.717
C -0.114 -2.913 -2.943
H 1.117 -3.853 -1.501
H 0.586 -2.128 -1.061
H -1.288 -4.572 -1.131
H -0.766 -3.822 0.358
H 0.695 -3.072 -3.647
H -1.677 -2.888 -0.742
H -0.568 -1.922 -3.043
H -0.925 -3.600 -3.178
C -2.037 0.549 2.508
C 0.152 -0.599 1.811
C -0.720 0.435 1.782
C 0.952 0.807 0.267
C -0.278 1.328 0.737
C 1.745 1.557 -0.592
C -0.795 2.500 0.185
C 1.246 2.762 -1.060
C -0.058 3.170 -0.777
N 1.168 -0.393 0.882
H 0.134 -1.496 2.408
H 1.950 -1.001 0.714
H -2.172 1.534 2.931
H -2.106 -0.219 3.283
H 2.724 1.248 -0.927
H -1.761 2.847 0.542
H 1.911 3.351 -1.679
H -0.528 4.028 -1.231
H -2.807 0.301 1.776
```

Löwdin population analysis, charges in e, atoms 1 to 8: -0.292, -0.143, -0.119, 0.095, 0.069, 0.066, 0.061, 0.059

***

3.
Formula: C12H17N
Source: the Open Molecules 2025 dataset
Level of theory: wB97M-V/def2-TZVPD

SMILES string: Cc1c[nH]c2ccccc12.CCC
Gap between HOMO and LUMO, eV: 8.635
Highest occupied orbital energy, eV: -7.752
Energy relative to the best compared isomer or geometry (same formula, charge and spin), kcal per mole: 20.8
Total energy, Eh: -522.1872

```
30
C12H17N | the Open Molecules 2025 dataset | wB97M-V/def2-TZVPD
C 2.386 2.627 -1.005
C 2.039 0.328 -1.993
C 1.509 1.557 -1.637
C -0.182 0.017 -1.810
C 0.099 1.358 -1.523
C -1.475 -0.491 -1.756
C -0.940 2.120 -0.939
C -2.483 0.259 -1.167
C -2.147 1.547 -0.680
N 1.034 -0.599 -2.057
H 3.083 0.054 -2.089
H 1.238 -1.509 -2.418
H 2.062 3.627 -1.304
H 3.420 2.424 -1.301
H -1.576 -1.563 -1.954
H -0.718 3.122 -0.596
H -3.393 -0.283 -0.951
H -2.992 1.998 -0.187
H 2.297 2.469 0.075
C -0.377 -1.442 1.751
C 0.938 -1.434 2.495
C -1.531 -2.215 2.423
H -0.723 -0.403 1.649
H -0.241 -1.990 0.818
H 1.359 -2.458 2.529
H -2.379 -2.490 1.798
H -1.149 -3.108 2.962
H -1.792 -1.627 3.317
H 1.701 -0.830 2.015
H 0.930 -1.066 3.536
```

Löwdin population analysis, charges in e, atoms 1 to 8: -0.049, -0.069, -0.223, -0.226, -0.146, -0.043, -0.029, -0.090

***

4.
Formula: C12H17N
Source: the Open Molecules 2025 dataset
Level of theory: wB97M-V/def2-TZVPD

SMILES string: Cc1c[nH]c2ccccc12.CCC
Gap between HOMO and LUMO, eV: 8.889
Highest occupied orbital energy, eV: -7.961
Energy relative to the best compared isomer or geometry (same formula, charge and spin), kcal per mole: 19.0
Total energy, Eh: -522.1900

```
30
C12H17N | the Open Molecules 2025 dataset | wB97M-V/def2-TZVPD
C 0.976 2.474 -2.964
C 0.455 2.626 -1.516
C 0.832 0.995 -3.367
H 1.995 2.841 -3.055
H 0.275 3.056 -3.564
H 1.021 2.039 -0.802
H 0.679 3.659 -1.224
H 1.258 0.729 -4.335
H -0.618 2.473 -1.520
H -0.229 0.748 -3.440
H 1.264 0.402 -2.560
C -2.369 -0.549 -0.378
C 0.103 -2.071 1.964
C -0.460 -0.912 1.396
C -1.681 -1.316 0.733
C -1.803 -2.644 0.952
C 1.241 -2.002 2.763
C 1.754 -0.774 3.107
C 1.110 0.399 2.679
C 0.014 0.312 1.849
N -0.782 -3.115 1.787
H 1.771 -2.928 2.967
H 2.609 -0.719 3.766
H -0.481 -4.061 1.615
H 1.448 1.359 3.044
H -2.515 -3.329 0.518
H -0.365 1.246 1.465
H -2.086 0.481 -0.243
H -3.454 -0.542 -0.303
H -1.963 -0.875 -1.332
```

Löwdin population analysis, charges in e, atoms 1 to 8: -0.307, -0.131, -0.128, 0.095, 0.093, 0.059, 0.067, 0.062

***

5.
Formula: C12H17N
Source: the Open Molecules 2025 dataset
Level of theory: wB97M-V/def2-TZVPD

SMILES string: CCN[C@H]1CCc2ccccc2C1
Gap between HOMO and LUMO, eV: 9.781
Highest occupied orbital energy, eV: -8.812
Energy relative to the best compared isomer or geometry (same formula, charge and spin), kcal per mole: 17.7
Total energy, Eh: -522.1920

```
30
C12H17N | the Open Molecules 2025 dataset | wB97M-V/def2-TZVPD
C 3.345 -0.973 1.154
C 3.149 -0.735 -0.377
C 1.035 0.476 -0.100
C 0.449 1.789 -0.507
C -0.895 1.941 0.139
C -1.794 0.692 0.120
C -3.117 0.812 0.391
C -4.042 -0.199 0.283
C -3.585 -1.444 -0.135
C -2.209 -1.608 -0.416
C -1.288 -0.546 -0.265
C 0.171 -0.722 -0.528
H 2.467 -1.207 1.709
H 3.937 -1.841 1.233
H 3.896 -0.160 1.688
H 2.731 -1.650 -0.798
H 4.060 -0.590 -0.855
H 2.794 1.275 -0.430
H 1.021 0.535 1.031
H 0.518 1.740 -1.621
H 1.156 2.628 -0.245
H -0.689 2.172 1.141
H -1.481 2.770 -0.244
H -3.473 1.852 0.618
H -5.140 -0.012 0.458
H -4.270 -2.297 -0.205
H -1.778 -2.566 -0.837
H 0.484 -1.667 -0.046
H 0.237 -0.864 -1.627
N 2.310 0.396 -0.729
```

Löwdin population analysis, charges in e, atoms 1 to 8: -0.082, -0.251, -0.427, -0.176, -0.130, -0.174, -0.083, -0.103

***

6.
Formula: C12H17N
Source: the Open Molecules 2025 dataset
Level of theory: wB97M-V/def2-TZVPD

SMILES string: Cc1c[nH]c2ccccc12.CCC
Gap between HOMO and LUMO, eV: 8.748
Highest occupied orbital energy, eV: -7.803
Energy relative to the best compared isomer or geometry (same formula, charge and spin), kcal per mole: 53.8
Total energy, Eh: -522.1346

```
30
C12H17N | the Open Molecules 2025 dataset | wB97M-V/def2-TZVPD
C 0.481 2.865 0.735
C -0.419 2.411 1.878
C -0.097 2.859 -0.608
H 0.760 3.924 0.971
H 1.345 2.352 0.683
H -0.489 1.287 2.031
H -0.255 1.822 -0.990
H -0.973 3.475 -0.644
H -1.404 2.798 1.887
H -0.042 2.904 2.780
H 0.511 3.661 -1.252
C -0.964 -1.312 -2.868
C 0.178 -1.589 -0.549
C -0.908 -1.764 -1.442
C -0.290 -2.010 0.768
C -2.041 -2.047 -0.726
C 1.556 -1.378 -0.898
C 0.574 -1.832 1.886
C 2.377 -1.321 0.168
C 1.878 -1.524 1.456
N -1.633 -2.309 0.603
H 1.827 -1.266 -1.943
H -0.086 -1.605 -3.503
H -0.906 -0.206 -2.809
H -3.110 -1.921 -1.048
H -2.123 -2.757 1.443
H 0.228 -1.657 2.928
H 3.381 -0.945 0.032
H 2.465 -1.245 2.411
H -1.822 -1.667 -3.378
```

Löwdin population analysis, charges in e, atoms 1 to 8: -0.357, -0.107, -0.145, 0.118, 0.056, 0.083, 0.078, 0.050

***

7.
Formula: C12H17N
Source: the Open Molecules 2025 dataset
Level of theory: wB97M-V/def2-TZVPD

SMILES string: Cc1c[nH]c2ccccc12.CCC
Gap between HOMO and LUMO, eV: 8.750
Highest occupied orbital energy, eV: -7.825
Energy relative to the best compared isomer or geometry (same formula, charge and spin), kcal per mole: 58.8
Total energy, Eh: -522.1266

```
30
C12H17N | the Open Molecules 2025 dataset | wB97M-V/def2-TZVPD
C -0.713 1.970 -1.818
C 0.660 0.408 -0.517
C 0.187 0.881 -1.744
C 1.598 -0.645 -0.708
C 0.805 0.092 -2.697
C 0.629 0.843 0.837
C 2.351 -1.260 0.277
C 1.126 0.115 1.837
C 2.013 -0.933 1.550
N 1.743 -0.739 -2.141
H 0.102 1.797 1.077
H -1.722 1.797 -1.742
H -0.712 2.678 -2.794
H 0.821 0.339 -3.797
H 1.994 -1.670 -2.449
H 3.240 -1.822 0.050
H 0.877 0.240 2.934
H 2.594 -1.383 2.354
H -0.667 2.851 -1.176
C -2.413 0.043 1.354
C -3.610 -0.379 0.491
C -2.118 -0.622 2.591
H -1.475 0.012 0.691
H -2.450 1.191 1.551
H -4.351 0.368 0.546
H -4.054 -1.344 0.678
H -2.304 0.013 3.498
H -2.701 -1.582 2.754
H -3.416 -0.345 -0.528
H -1.075 -1.052 2.620
```

Löwdin population analysis, charges in e, atoms 1 to 8: -0.075, -0.152, -0.266, -0.166, -0.063, -0.076, -0.044, -0.134

***

8.
Formula: C12H17N
Source: the Open Molecules 2025 dataset
Level of theory: wB97M-V/def2-TZVPD

SMILES string: Cc1c[nH]c2ccccc12.CCC
Gap between HOMO and LUMO, eV: 8.999
Highest occupied orbital energy, eV: -8.109
Energy relative to the best compared isomer or geometry (same formula, charge and spin), kcal per mole: 30.0
Total energy, Eh: -522.1725

```
30
C12H17N | the Open Molecules 2025 dataset | wB97M-V/def2-TZVPD
C -0.147 0.632 -2.973
C 0.307 -0.287 -1.884
C -0.209 -1.444 -1.393
C 1.436 0.081 -1.064
C 1.664 -0.981 -0.221
C 2.195 1.311 -1.057
C 2.866 -1.010 0.554
C 3.264 1.277 -0.211
C 3.676 0.079 0.463
N 0.571 -1.841 -0.272
H -0.745 1.500 -2.668
H -0.770 0.050 -3.662
H -1.110 -1.902 -1.777
H 0.717 -2.839 -0.201
H 1.863 1.978 -1.825
H 3.083 -1.742 1.329
H 3.802 2.218 -0.126
H 4.646 0.201 0.955
H 0.662 1.100 -3.544
C -2.259 0.020 1.249
C -2.288 1.448 1.782
C -2.906 -0.963 2.222
H -2.824 -0.118 0.301
H -1.288 -0.320 0.922
H -1.420 1.591 2.413
H -2.509 -0.839 3.240
H -3.979 -0.915 2.413
H -3.300 1.625 2.140
H -2.235 2.114 0.918
H -2.762 -2.024 1.978
```

Löwdin population analysis, charges in e, atoms 1 to 8: -0.056, -0.242, -0.061, -0.153, -0.220, -0.006, -0.020, -0.101